ORCA calculation (the ωB97M-V functional and the def2-TZVPD basis) on a 2-piece molecular cluster, C20H26N4O5S2 overall at a distorted geometry.

Structure (XYZ):
```
57
C20H26N4O5S2 | the OMol25 dataset | the ωB97M-V functional and the def2-TZVPD basis
C -8.9164 -0.6025 -1.9924
C -8.1303 -1.7294 -1.9872
C -6.6422 -1.6576 -1.8045
S -6.2556 -2.1237 -0.0702
C -4.4922 -2.0934 -0.0706
N -3.8250 -2.5113 0.9813
C -2.4640 -2.4327 0.7381
C -1.4794 -2.8297 1.6407
C -0.1277 -2.7357 1.2778
C 0.2418 -2.2192 0.0267
N 1.6007 -2.1692 -0.2895
C 2.2295 -1.2807 -1.1424
O 1.6580 -0.3013 -1.5997
C 3.6835 -1.5461 -1.5129
C 4.0965 -0.8440 -2.8236
C 5.4309 -1.3672 -3.3272
O 6.3993 -0.6335 -3.2902
O 5.4793 -2.6392 -3.7738
C -0.7645 -1.8268 -0.8722
C -2.1042 -1.9431 -0.5075
S -3.5178 -1.5558 -1.4395
H -9.9935 -0.6732 -2.1134
H -8.4910 0.3897 -1.8679
H -8.5977 -2.7047 -2.1004
H -6.2809 -0.6429 -2.0015
H -6.1501 -2.3389 -2.5056
H -1.7789 -3.2177 2.6088
H 0.6293 -3.0573 1.9850
H 2.2005 -2.8418 0.1746
H 4.3302 -1.2138 -0.6958
H 3.8110 -2.6266 -1.6291
H 4.1582 0.2380 -2.6698
H 3.3476 -1.0271 -3.6001
H 6.3997 -2.7661 -4.0530
H -0.5245 -1.4406 -1.8568
C 2.5160 5.0545 0.1819
N 2.4017 3.6841 0.6748
C 1.2435 3.0229 0.8133
O 0.1652 3.5433 0.5462
C 1.3286 1.6044 1.4201
C -0.0159 0.9502 1.7727
N 2.2691 1.4828 2.5447
C 2.3563 2.1872 3.6744
C 1.3693 3.2893 4.0095
O 3.2609 1.9369 4.4545
H 3.5227 5.4361 0.3563
H 2.2991 5.0793 -0.8871
H 1.7961 5.6934 0.6975
H 3.2455 3.2077 0.9518
H 1.7474 0.9970 0.6199
H -0.5775 1.5758 2.4643
H -0.6064 0.8259 0.8635
H 0.1489 -0.0283 2.2226
H 2.9604 0.7547 2.4760
H 1.6063 3.6783 4.9993
H 0.3578 2.8921 4.0206
H 1.4451 4.0979 3.2869
```

Calculated values
**SMILES**: C=CCSc1nc2ccc(NC(=O)CCC(=O)O)cc2s1.CNC(=O)[C@H](C)NC(C)=O
**E_LUMO**: 0.20 eV
**Energy above the lowest of the compared OMol25 structures with the same formula, charge and spin**: 0.0 kcal/mol
**Highest occupied orbital energy**: -8.2 eV
**HOMO-LUMO gap**: 8.44 eV

=====

ORCA calculation (the ωB97M-V functional and the def2-TZVPD basis) on C20H26N4OS in the gas phase.

Structure (XYZ):
```
52
C20H26N4OS | the OMol25 dataset | the ωB97M-V functional and the def2-TZVPD basis
C -6.0409 -2.7552 -0.5495
S -5.0024 -1.6035 -1.4941
C -4.4680 -0.4211 -0.2924
C -4.7593 -0.5011 1.0610
C -4.2963 0.4878 1.9125
C -3.5445 1.5426 1.4307
C -3.2401 1.6270 0.0748
C -2.3631 2.7382 -0.4520
N -0.9403 2.4355 -0.4562
C -0.3826 2.2135 0.8610
C 1.1409 2.2344 0.7825
C 1.6265 1.1498 -0.1782
N 3.0622 1.2243 -0.3149
N 3.6368 2.3857 -0.6142
C 4.9360 2.1681 -0.6463
C 5.2265 0.8301 -0.3669
C 3.9873 0.2501 -0.1672
N 3.6915 -1.0740 0.1738
C 2.8899 -1.9060 -0.5600
O 2.2362 -1.5257 -1.5073
C 2.8419 -3.3212 -0.0912
C 2.9677 -3.6911 1.3643
C 4.0627 -4.0449 0.4171
C 0.9507 1.3484 -1.5346
C -0.5639 1.3675 -1.3617
C -3.7096 0.6408 -0.7766
H -6.4207 -3.4674 -1.2755
H -6.8670 -2.2190 -0.0917
H -5.4437 -3.2731 0.1956
H -5.3423 -1.3142 1.4629
H -4.5306 0.4288 2.9657
H -3.1987 2.3102 2.1073
H -2.6455 2.9755 -1.4813
H -2.5007 3.6360 0.1584
H -0.7136 1.2504 1.2935
H -0.7214 3.0168 1.5200
H 1.5667 2.0826 1.7766
H 1.4750 3.1993 0.4023
H 1.3789 0.1590 0.2157
H 5.6149 2.9672 -0.8673
H 6.1843 0.3532 -0.3224
H 4.3431 -1.4953 0.8189
H 2.1464 -3.8962 -0.6898
H 3.1284 -2.9019 2.0840
H 2.3303 -4.4805 1.7319
H 5.0005 -3.5111 0.4684
H 4.1803 -5.0781 0.1283
H 1.2874 2.2986 -1.9495
H 1.2367 0.5371 -2.2036
H -0.9002 0.3799 -0.9989
H -1.0348 1.5538 -2.3291
H -3.4997 0.6882 -1.8349
```

Calculated values
**SMILES**: CSc1cccc(CN2CCC(n3nccc3NC(=O)C3CC3)CC2)c1
**E_LUMO**: 0.68 eV
**Energy above the lowest of the compared OMol25 structures with the same formula, charge and spin**: 51.9 kcal/mol
**Highest occupied orbital energy**: -8.0 eV
**HOMO-LUMO gap**: 8.70 eV

=====

ORCA calculation (the ωB97M-V functional and the def2-TZVPD basis) on C20H26N5O3Pd as an isolated structure at a distorted geometry.

Structure (XYZ):
```
55
C20H26N5O3Pd | the OMol25 dataset | the ωB97M-V functional and the def2-TZVPD basis
Pd 0.1312 0.6612 1.0206
N 1.7032 0.0442 2.6195
C 1.4947 -1.3876 2.8854
C 0.0062 -1.6285 3.1616
O -0.3953 -2.3283 4.0663
N -0.8103 -0.9395 2.3052
C -2.0580 -0.6171 2.7043
C -1.7106 1.0881 3.6414
O -2.4964 1.1606 4.5085
O -0.7845 1.6118 3.0884
H 2.6933 0.2479 2.4942
H 1.3751 0.5860 3.4232
H 2.0551 -1.7424 3.7607
H 1.7960 -1.9641 2.0023
H -2.5117 -1.2129 3.4935
H -2.7321 -0.2842 1.9220
C 3.7381 0.2065 0.0317
N 2.3873 0.1028 -0.5070
C 2.2161 1.0950 -1.5715
C 1.9759 -1.2097 -0.8594
C 2.8630 -2.2537 -1.0863
C 2.4069 -3.5087 -1.4489
C 1.0409 -3.7665 -1.5148
C 0.1336 -2.7518 -1.3074
C 0.5746 -1.4452 -1.0195
N -0.2429 -0.3773 -0.8180
C -1.3069 -0.0207 -1.5660
C -1.7394 -0.7181 -2.7197
C -2.8073 -0.2672 -3.4596
C -3.4539 0.9109 -3.1136
C -3.0195 1.6441 -2.0176
C -1.9616 1.2051 -1.2423
N -1.4403 1.9853 -0.1412
C -0.6168 3.1131 -0.6123
C -2.4891 2.5004 0.7439
H 4.4988 0.1763 -0.7572
H 3.9268 -0.6064 0.7293
H 3.8346 1.1635 0.5466
H 2.9659 0.9564 -2.3603
H 2.3409 2.0934 -1.1495
H 1.2351 1.0038 -2.0313
H 3.9267 -2.0979 -1.0094
H 3.1187 -4.2864 -1.6772
H 0.6951 -4.7649 -1.7327
H -0.9281 -2.9529 -1.3069
H -1.2066 -1.6027 -3.0288
H -3.1351 -0.8224 -4.3248
H -4.2725 1.2811 -3.7098
H -3.5153 2.5757 -1.7954
H -1.2508 3.9355 -0.9701
H 0.0278 2.8047 -1.4349
H -0.0054 3.4885 0.2168
H -3.1239 3.2348 0.2360
H -2.0252 2.9950 1.6004
H -3.1210 1.6838 1.0923
```

Calculated values
**Total charge**: +1
**E_LUMO (spin up / spin down)**: -2.30 / -5.46 eV
**Energy above the lowest of the compared OMol25 structures with the same formula, charge and spin**: 11.4 kcal/mol
**Highest occupied orbital energy (spin up / spin down)**: -10.6 / -11.8 eV
**<S²>**: 6.058
**HOMO-LUMO gap (spin up / spin down)**: 8.26 / 6.31 eV
**Multiplicity**: 5

=====

ORCA calculation (the ωB97M-V functional and the def2-TZVPD basis) on a 2-piece molecular cluster, C20H26NO overall at a distorted geometry.

Structure (XYZ):
```
48
C20H26NO | the OMol25 dataset | the ωB97M-V functional and the def2-TZVPD basis
C 1.0541 0.4527 5.6462
O -0.2382 0.0212 5.2971
C -0.3121 -0.5252 4.0304
C -1.5500 -1.0149 3.5756
C -1.6777 -1.5648 2.3332
C -0.5766 -1.6642 1.4394
C -0.8096 -2.2305 0.1688
C 0.0199 -2.4925 -0.9603
C -0.6016 -3.0262 -2.1086
C 0.0998 -3.2664 -3.2639
C 1.4574 -2.9868 -3.3448
C 2.1983 -3.2386 -4.6141
C 2.0947 -2.4860 -2.2146
C 1.4083 -2.2619 -1.0455
C 0.6610 -1.1588 1.9048
C 0.7849 -0.6230 3.1517
H 1.0471 0.8565 6.6572
H 1.7417 -0.3914 5.6117
H 1.3785 1.2335 4.9593
H -2.3971 -0.9383 4.2346
H -2.6379 -1.9325 2.0124
H -1.8435 -2.4849 0.0020
H -1.6539 -3.2468 -2.0703
H -0.4000 -3.6766 -4.1246
H 3.2465 -2.9480 -4.5319
H 2.1677 -4.2970 -4.8786
H 1.7622 -2.6729 -5.4396
H 3.1504 -2.2782 -2.2658
H 1.9699 -1.9426 -0.1925
H 1.5236 -1.1607 1.2710
H 1.7487 -0.2669 3.4643
C -1.1894 -8.2713 2.0070
C -0.8848 -7.2541 3.1197
C -1.0622 -5.8192 2.6053
N -0.2569 -5.5826 1.3946
C -0.5023 -6.5388 0.3009
C -0.3138 -7.9859 0.7752
H -1.0517 -9.3034 2.3623
H -2.2479 -8.2039 1.7280
H -1.5085 -7.4345 4.0060
H 0.1484 -7.3956 3.4573
H -2.1177 -5.6337 2.3751
H -0.7836 -5.0877 3.3741
H -0.3571 -4.6154 1.0612
H -1.5233 -6.3994 -0.0732
H 0.1656 -6.3085 -0.5388
H 0.7373 -8.1485 1.0408
H -0.5232 -8.6959 -0.0367
```

Calculated values
**Total charge**: +1
**E_LUMO**: -5.58 eV
**Energy above the lowest of the compared OMol25 structures with the same formula, charge and spin**: 42.3 kcal/mol
**Highest occupied orbital energy**: -10.9 eV
**HOMO-LUMO gap**: 5.36 eV

=====

ORCA calculation (the ωB97M-V functional and the def2-TZVPD basis) on an isolated ion of composition C20H26NO3 and charge +1.

Structure (XYZ):
```
50
C20H26NO3 | the OMol25 dataset | the ωB97M-V functional and the def2-TZVPD basis
C -3.9505 -2.9567 1.7463
C -3.6865 -1.8889 0.6947
C -3.4998 -0.5058 1.3487
N -3.3277 0.5266 0.3038
C -3.0353 1.8819 0.8271
C -2.1269 2.5761 -0.2078
O -1.1879 1.6443 -0.6852
C 0.0695 1.5581 -0.0831
C 0.4006 2.1280 1.1358
C 1.6934 1.9672 1.6135
C 2.6356 1.2410 0.9168
C 2.2890 0.6457 -0.2971
O 3.1367 -0.0479 -1.0832
C 4.3506 -0.5041 -0.5920
C 5.4822 -0.2745 -1.3623
C 6.7035 -0.7743 -0.9477
C 6.7980 -1.4981 0.2292
C 5.6639 -1.7333 0.9881
C 4.4360 -1.2422 0.5814
C 0.9963 0.8119 -0.7906
C -4.4801 0.4926 -0.6258
C -4.6297 -0.9191 -1.2233
C -5.8514 -1.0023 -2.1267
O -4.7853 -1.8547 -0.1830
H -3.1142 -3.0319 2.4340
H -4.8556 -2.7207 2.2979
H -4.0933 -3.9138 1.2550
H -2.7689 -2.1346 0.1296
H -2.6242 -0.5175 1.9991
H -4.3876 -0.2604 1.9367
H -2.4677 0.3068 -0.2487
H -2.5036 1.7752 1.7747
H -3.9559 2.4402 0.9936
H -2.7083 2.8905 -1.0799
H -1.6531 3.4611 0.2220
H -0.3015 2.7094 1.7125
H 1.9657 2.4270 2.5506
H 3.6405 1.1490 1.2972
H 5.3894 0.2897 -2.2769
H 7.5835 -0.5942 -1.5454
H 7.7524 -1.8833 0.5524
H 5.7311 -2.3065 1.9003
H 3.5459 -1.4361 1.1628
H 0.7308 0.3796 -1.7412
H -4.3308 1.2216 -1.4216
H -5.3842 0.7419 -0.0649
H -3.7176 -1.1554 -1.8007
H -5.7585 -0.3124 -2.9595
H -6.7499 -0.7725 -1.5618
H -5.9426 -2.0128 -2.5119
```

Calculated values
**SMILES**: C[C@@H]1C[N@H+](CCOc2cccc(Oc3ccccc3)c2)C[C@H](C)O1
**Total charge**: +1
**E_LUMO**: -2.21 eV
**Energy above the lowest of the compared OMol25 structures with the same formula, charge and spin**: 0.0 kcal/mol
**Highest occupied orbital energy**: -10.8 eV
**HOMO-LUMO gap**: 8.60 eV

=====

Repeat the fifth record exactly.
ORCA calculation (the ωB97M-V functional and the def2-TZVPD basis) on an isolated ion of composition C20H26NO3 and charge +1.

Structure (XYZ):
```
50
C20H26NO3 | the OMol25 dataset | the ωB97M-V functional and the def2-TZVPD basis
C -3.9505 -2.9567 1.7463
C -3.6865 -1.8889 0.6947
C -3.4998 -0.5058 1.3487
N -3.3277 0.5266 0.3038
C -3.0353 1.8819 0.8271
C -2.1269 2.5761 -0.2078
O -1.1879 1.6443 -0.6852
C 0.0695 1.5581 -0.0831
C 0.4006 2.1280 1.1358
C 1.6934 1.9672 1.6135
C 2.6356 1.2410 0.9168
C 2.2890 0.6457 -0.2971
O 3.1367 -0.0479 -1.0832
C 4.3506 -0.5041 -0.5920
C 5.4822 -0.2745 -1.3623
C 6.7035 -0.7743 -0.9477
C 6.7980 -1.4981 0.2292
C 5.6639 -1.7333 0.9881
C 4.4360 -1.2422 0.5814
C 0.9963 0.8119 -0.7906
C -4.4801 0.4926 -0.6258
C -4.6297 -0.9191 -1.2233
C -5.8514 -1.0023 -2.1267
O -4.7853 -1.8547 -0.1830
H -3.1142 -3.0319 2.4340
H -4.8556 -2.7207 2.2979
H -4.0933 -3.9138 1.2550
H -2.7689 -2.1346 0.1296
H -2.6242 -0.5175 1.9991
H -4.3876 -0.2604 1.9367
H -2.4677 0.3068 -0.2487
H -2.5036 1.7752 1.7747
H -3.9559 2.4402 0.9936
H -2.7083 2.8905 -1.0799
H -1.6531 3.4611 0.2220
H -0.3015 2.7094 1.7125
H 1.9657 2.4270 2.5506
H 3.6405 1.1490 1.2972
H 5.3894 0.2897 -2.2769
H 7.5835 -0.5942 -1.5454
H 7.7524 -1.8833 0.5524
H 5.7311 -2.3065 1.9003
H 3.5459 -1.4361 1.1628
H 0.7308 0.3796 -1.7412
H -4.3308 1.2216 -1.4216
H -5.3842 0.7419 -0.0649
H -3.7176 -1.1554 -1.8007
H -5.7585 -0.3124 -2.9595
H -6.7499 -0.7725 -1.5618
H -5.9426 -2.0128 -2.5119
```

Calculated values
**SMILES**: C[C@@H]1C[N@H+](CCOc2cccc(Oc3ccccc3)c2)C[C@H](C)O1
**Total charge**: +1
**E_LUMO**: -2.21 eV
**Energy above the lowest of the compared OMol25 structures with the same formula, charge and spin**: 0.0 kcal/mol
**Highest occupied orbital energy**: -10.8 eV
**HOMO-LUMO gap**: 8.60 eV

=====

Copy entry 4 word for word.
ORCA calculation (the ωB97M-V functional and the def2-TZVPD basis) on a 2-piece molecular cluster, C20H26NO overall at a distorted geometry.

Structure (XYZ):
```
48
C20H26NO | the OMol25 dataset | the ωB97M-V functional and the def2-TZVPD basis
C 1.0541 0.4527 5.6462
O -0.2382 0.0212 5.2971
C -0.3121 -0.5252 4.0304
C -1.5500 -1.0149 3.5756
C -1.6777 -1.5648 2.3332
C -0.5766 -1.6642 1.4394
C -0.8096 -2.2305 0.1688
C 0.0199 -2.4925 -0.9603
C -0.6016 -3.0262 -2.1086
C 0.0998 -3.2664 -3.2639
C 1.4574 -2.9868 -3.3448
C 2.1983 -3.2386 -4.6141
C 2.0947 -2.4860 -2.2146
C 1.4083 -2.2619 -1.0455
C 0.6610 -1.1588 1.9048
C 0.7849 -0.6230 3.1517
H 1.0471 0.8565 6.6572
H 1.7417 -0.3914 5.6117
H 1.3785 1.2335 4.9593
H -2.3971 -0.9383 4.2346
H -2.6379 -1.9325 2.0124
H -1.8435 -2.4849 0.0020
H -1.6539 -3.2468 -2.0703
H -0.4000 -3.6766 -4.1246
H 3.2465 -2.9480 -4.5319
H 2.1677 -4.2970 -4.8786
H 1.7622 -2.6729 -5.4396
H 3.1504 -2.2782 -2.2658
H 1.9699 -1.9426 -0.1925
H 1.5236 -1.1607 1.2710
H 1.7487 -0.2669 3.4643
C -1.1894 -8.2713 2.0070
C -0.8848 -7.2541 3.1197
C -1.0622 -5.8192 2.6053
N -0.2569 -5.5826 1.3946
C -0.5023 -6.5388 0.3009
C -0.3138 -7.9859 0.7752
H -1.0517 -9.3034 2.3623
H -2.2479 -8.2039 1.7280
H -1.5085 -7.4345 4.0060
H 0.1484 -7.3956 3.4573
H -2.1177 -5.6337 2.3751
H -0.7836 -5.0877 3.3741
H -0.3571 -4.6154 1.0612
H -1.5233 -6.3994 -0.0732
H 0.1656 -6.3085 -0.5388
H 0.7373 -8.1485 1.0408
H -0.5232 -8.6959 -0.0367
```

Calculated values
**Total charge**: +1
**E_LUMO**: -5.58 eV
**Energy above the lowest of the compared OMol25 structures with the same formula, charge and spin**: 42.3 kcal/mol
**Highest occupied orbital energy**: -10.9 eV
**HOMO-LUMO gap**: 5.36 eV

=====

Please write out number 5 again, unchanged.
ORCA calculation (the ωB97M-V functional and the def2-TZVPD basis) on an isolated ion of composition C20H26NO3 and charge +1.

Structure (XYZ):
```
50
C20H26NO3 | the OMol25 dataset | the ωB97M-V functional and the def2-TZVPD basis
C -3.9505 -2.9567 1.7463
C -3.6865 -1.8889 0.6947
C -3.4998 -0.5058 1.3487
N -3.3277 0.5266 0.3038
C -3.0353 1.8819 0.8271
C -2.1269 2.5761 -0.2078
O -1.1879 1.6443 -0.6852
C 0.0695 1.5581 -0.0831
C 0.4006 2.1280 1.1358
C 1.6934 1.9672 1.6135
C 2.6356 1.2410 0.9168
C 2.2890 0.6457 -0.2971
O 3.1367 -0.0479 -1.0832
C 4.3506 -0.5041 -0.5920
C 5.4822 -0.2745 -1.3623
C 6.7035 -0.7743 -0.9477
C 6.7980 -1.4981 0.2292
C 5.6639 -1.7333 0.9881
C 4.4360 -1.2422 0.5814
C 0.9963 0.8119 -0.7906
C -4.4801 0.4926 -0.6258
C -4.6297 -0.9191 -1.2233
C -5.8514 -1.0023 -2.1267
O -4.7853 -1.8547 -0.1830
H -3.1142 -3.0319 2.4340
H -4.8556 -2.7207 2.2979
H -4.0933 -3.9138 1.2550
H -2.7689 -2.1346 0.1296
H -2.6242 -0.5175 1.9991
H -4.3876 -0.2604 1.9367
H -2.4677 0.3068 -0.2487
H -2.5036 1.7752 1.7747
H -3.9559 2.4402 0.9936
H -2.7083 2.8905 -1.0799
H -1.6531 3.4611 0.2220
H -0.3015 2.7094 1.7125
H 1.9657 2.4270 2.5506
H 3.6405 1.1490 1.2972
H 5.3894 0.2897 -2.2769
H 7.5835 -0.5942 -1.5454
H 7.7524 -1.8833 0.5524
H 5.7311 -2.3065 1.9003
H 3.5459 -1.4361 1.1628
H 0.7308 0.3796 -1.7412
H -4.3308 1.2216 -1.4216
H -5.3842 0.7419 -0.0649
H -3.7176 -1.1554 -1.8007
H -5.7585 -0.3124 -2.9595
H -6.7499 -0.7725 -1.5618
H -5.9426 -2.0128 -2.5119
```

Calculated values
**SMILES**: C[C@@H]1C[N@H+](CCOc2cccc(Oc3ccccc3)c2)C[C@H](C)O1
**Total charge**: +1
**E_LUMO**: -2.21 eV
**Energy above the lowest of the compared OMol25 structures with the same formula, charge and spin**: 0.0 kcal/mol
**Highest occupied orbital energy**: -10.8 eV
**HOMO-LUMO gap**: 8.60 eV